This record from OMol25 describes a single C5H6O2 molecule. The level of theory is the ωB97M-V functional and the def2-TZVPD basis.

As for the SMILES: C#C[C@@H](C)OC=O. The value obtained for the relative energy (zero: lowest compared OMol25 entry of this formula, charge and spin) is 42.9 kcal/mol. The value obtained for the highest occupied orbital energy is -0.381 hartree. The calculation puts the LUMO energy at 1.0 eV. For the gap between HOMO and LUMO, the calculation gives 0.4167 Eh. For the max |F|, the calculation gives 0.010 hartree/bohr.

```
! RIJCOSX wB97M-V def2-TZVPD def2/J DEFGRID3
* xyz 0 1
C -0.9953 2.2105 -0.6283
C -0.6029 1.1526 -0.2116
C -0.0531 -0.0944 0.3351
C -1.1112 -1.0693 0.8393
O 0.7025 -0.8023 -0.6717
C 1.9568 -0.3673 -0.8367
O 2.4548 0.5645 -0.2667
H -1.3450 3.1421 -1.0135
H 0.6568 0.1988 1.1154
H -1.6704 -0.6235 1.6695
H -0.6411 -1.9979 1.1820
H -1.8293 -1.3147 0.0521
H 2.4775 -0.9991 -1.5649
*
```

This record from OMol25 describes a molecular structure, C30H23F3N4O2PdSTe. The level of theory is the ωB97M-V functional and the def2-TZVPD basis.

The value obtained for the relative energy (zero: lowest compared OMol25 entry of this formula, charge and spin) is 2.5 kcal/mol. The value obtained for the highest occupied orbital energy (alpha / beta) is -0.464 / -0.464 hartree. The calculation puts the LUMO energy (alpha / beta) at -7.9 / -7.9 eV. For the gap between HOMO and LUMO (alpha / beta), the calculation gives 0.1735 / 0.1734 Eh. For the max |F|, the calculation gives 0.003 hartree/bohr.

```
! RIJCOSX wB97M-V def2-TZVPD def2/J DEFGRID3
* xyz 2 1
Pd -1.6783 1.5010 0.4398
F -3.8525 5.1804 -1.4017
C -4.0576 5.8041 -0.2306
F -4.3755 7.0725 -0.5020
F -5.1264 5.2326 0.3479
C -2.8409 5.7199 0.6588
C -2.1439 6.8693 0.9884
C -1.0116 6.7810 1.7829
C -0.6246 5.5300 2.2174
N -1.2950 4.4165 1.9171
C -2.3830 4.4934 1.1526
S -3.2680 2.9849 0.8519
H -2.4859 7.8258 0.6183
H -0.4450 7.6594 2.0540
H 0.2534 5.4004 2.8402
C 3.3228 -7.9081 -6.5691
O 2.9313 -6.5179 -6.7055
C 3.0849 -5.6774 -5.7339
C 3.6272 -6.0176 -4.4649
C 3.7553 -5.0433 -3.5298
C 3.3436 -3.6990 -3.8046
C 2.8077 -3.3712 -5.0985
C 2.6763 -4.3354 -6.0301
N 3.5035 -2.8396 -2.8174
N 3.3129 -1.5927 -2.9812
C 2.5754 -0.7095 -2.4210
C 2.8861 0.6811 -2.7552
C 2.1307 1.6919 -2.3309
C 0.9281 1.4640 -1.5157
O 0.1669 2.3599 -1.2338
C 0.6676 0.0548 -1.0508
N -0.3398 -0.1175 -0.1880
C -0.6095 -1.3528 0.2406
C 0.1096 -2.4630 -0.1704
C 1.1489 -2.2910 -1.0619
C 1.4474 -1.0068 -1.5130
H 3.0807 -8.3598 -7.5232
H 2.7480 -8.3745 -5.7717
H 4.3926 -7.9711 -6.3808
H 3.9423 -7.0281 -4.2548
H 4.1751 -5.2527 -2.5542
H 2.5317 -2.3474 -5.3154
H 2.2889 -4.1377 -7.0200
H 3.7575 0.8410 -3.3764
H 2.3468 2.7206 -2.5864
H -1.4334 -1.4489 0.9349
H -0.1504 -3.4415 0.2068
H 1.7206 -3.1457 -1.3924
C -2.5448 2.4729 4.1340
Te -1.0046 1.7986 2.8233
C -1.5437 -0.1070 3.6591
C -1.9287 0.2506 5.0733
C -1.8091 -0.6453 6.1284
C -2.1922 -0.2670 7.4055
C -2.6877 1.0097 7.6347
C -2.7993 1.9117 6.5884
C -2.4243 1.5345 5.3046
H -3.4923 2.3974 3.6048
H -2.3524 3.5131 4.3841
H -0.7079 -0.8038 3.6185
H -2.3858 -0.5106 3.0943
H -1.4157 -1.6391 5.9525
H -2.0968 -0.9657 8.2255
H -2.9791 1.3061 8.6331
H -3.1781 2.9098 6.7697
*
```

This record from OMol25 describes a molecular structure, C2H2Cl2Si. The level of theory is the ωB97M-V functional and the def2-TZVPD basis.

The value obtained for the relative energy (zero: lowest compared OMol25 entry of this formula, charge and spin) is 41.9 kcal/mol. The value obtained for the highest occupied orbital energy is -0.367 hartree. The calculation puts the LUMO energy at -0.8 eV. For the gap between HOMO and LUMO, the calculation gives 0.3374 Eh. For the max |F|, the calculation gives 0.083 hartree/bohr.

```
! RIJCOSX wB97M-V def2-TZVPD def2/J DEFGRID3
* xyz 0 1
C 0.9754 1.6648 -0.6313
C 0.3862 0.7204 -0.1902
Si -0.1250 -0.8728 0.5746
Cl -2.7383 -0.1613 0.4849
Cl -0.1390 -2.2638 -0.8099
H 1.3808 2.4016 -1.2535
H 0.2599 -1.4889 1.8254
*
```

This record from OMol25 describes a molecular structure, C9H26CuIN2O3. The level of theory is the ωB97M-V functional and the def2-TZVPD basis.

The value obtained for the highest occupied orbital energy (alpha / beta) is -0.254 / -0.344 hartree. The calculation puts the LUMO energy (alpha / beta) at 0.5 / -4.4 eV. For the gap between HOMO and LUMO (alpha / beta), the calculation gives 0.2707 / 0.1833 Eh. For the max |F|, the calculation gives 0.043 hartree/bohr.

```
! RIJCOSX wB97M-V def2-TZVPD def2/J DEFGRID3
* xyz 0 3
Cu 3.1604 4.2246 0.4038
I 1.8248 1.6070 -0.1264
C 2.9088 1.3292 -4.4184
O 2.3879 0.2000 -3.7337
H 3.5834 1.9243 -3.8028
H 3.3429 0.9878 -5.3582
H 2.1456 2.0579 -4.6915
H 2.1230 0.4347 -2.8414
C -1.0293 -0.6126 -2.5026
C -1.4086 0.6955 -3.1689
C -2.6813 1.1888 -2.4792
O -3.8241 0.2846 -2.7290
C -4.9779 0.5560 -1.9975
N -0.2583 1.5859 -3.0720
H -0.8264 -0.4905 -1.4386
H -0.1106 -1.0103 -2.9337
H -1.7559 -1.4075 -2.6710
H -1.5653 0.6325 -4.2457
H -2.9100 2.2370 -2.6716
H -2.6198 1.1749 -1.3910
H -5.2617 1.6081 -1.9705
H -4.9041 0.2487 -0.9543
H -5.8055 0.0241 -2.4668
H 0.0277 1.5101 -2.1063
H 0.4882 1.0966 -3.5447
C -0.0062 -2.8918 3.5351
C 0.5847 -1.5428 2.9844
C 1.5930 -0.8477 3.9930
O 0.9958 -0.5663 5.2768
C 1.8019 0.0358 6.2567
N 1.1782 -1.7859 1.6890
H -0.5258 -2.6144 4.4522
H 0.7106 -3.6903 3.7265
H -0.6283 -3.3779 2.7835
H -0.2521 -0.8564 2.8558
H 1.9663 0.0700 3.5385
H 2.5225 -1.4125 4.0644
H 2.2258 0.9301 5.7998
H 2.6212 -0.5848 6.6196
H 1.1202 0.2461 7.0808
H 1.4760 -0.9446 1.2161
H 0.5622 -2.2541 1.0399
*
```

This record from OMol25 describes a gas-phase ion, C21H31N3O2 (charge +2). The level of theory is the ωB97M-V functional and the def2-TZVPD basis.

The value obtained for the highest occupied orbital energy is -0.508 hartree. The calculation puts the LUMO energy at -7.6 eV. For the gap between HOMO and LUMO, the calculation gives 0.2289 Eh. For the max |F|, the calculation gives 0.056 hartree/bohr.

```
! RIJCOSX wB97M-V def2-TZVPD def2/J DEFGRID3
* xyz 2 1
C 1.2086 2.2060 6.6767
O -0.1068 2.7787 6.6560
C -0.7827 2.4638 5.4186
C -2.3298 2.3928 5.7121
C -3.1696 1.5474 4.6745
C -2.7260 0.0160 4.5553
N -2.5177 -0.2534 3.0916
C -1.2241 -0.0934 2.6090
C -0.9083 -0.2855 1.1892
C -1.9972 -0.6651 0.2464
C -1.6059 -0.8070 -1.2371
C -1.6616 -2.0385 -2.0260
C -1.2066 -2.0052 -3.4298
N -0.7488 -0.8588 -4.0457
C -0.3137 -0.7778 -5.4621
C 1.2308 -1.0164 -5.6879
C 2.1696 -0.3202 -4.6273
C 3.6959 -0.7202 -4.8947
N 3.9905 -1.9719 -4.1401
C 4.1448 -1.7537 -2.7304
C 5.1237 -0.6984 -2.1032
O 3.4571 -2.4380 -1.9751
C -0.7247 0.3303 -3.3138
C -1.1291 0.4252 -1.9259
C -3.3385 -0.8566 0.8042
C -3.5372 -0.6350 2.2483
H 1.7218 2.2880 5.6682
H 1.1726 1.1082 6.9469
H 1.8391 2.7480 7.4298
H -0.6036 3.3659 4.7539
H -0.3419 1.5313 4.9713
H -2.5626 2.0854 6.7737
H -2.7130 3.4545 5.6325
H -4.2479 1.5933 5.0065
H -3.1093 2.0856 3.6817
H -1.7824 -0.1279 5.1451
H -3.5810 -0.5900 4.9662
H -0.3952 0.1866 3.2977
H 0.1266 -0.1517 0.7798
H -2.0432 -2.9892 -1.5688
H -1.2298 -2.9243 -4.0746
H -0.5520 0.2689 -5.8098
H -0.8800 -1.4586 -6.1522
H 1.4712 -2.1131 -5.8337
H 1.4791 -0.5400 -6.6847
H 2.1355 0.8087 -4.7338
H 1.8507 -0.5902 -3.5770
H 4.3906 0.1037 -4.5874
H 3.8863 -0.9450 -5.9817
H 3.1485 -2.5496 -4.2264
H 6.1888 -0.9761 -2.3380
H 4.9221 0.3434 -2.4705
H 4.9163 -0.7078 -0.9997
H -0.3651 1.2623 -3.8251
H -1.1057 1.3784 -1.3527
H -4.1871 -1.1528 0.1468
H -4.5422 -0.7612 2.7330
*
```

This record from OMol25 describes a molecular structure, C39H51BCl3F2N9OPRbS3. The level of theory is the ωB97M-V functional and the def2-TZVPD basis.

The value obtained for the relative energy (zero: lowest compared OMol25 entry of this formula, charge and spin) is 0.0 kcal/mol. The value obtained for the highest occupied orbital energy is -0.026 hartree. The calculation puts the LUMO energy at 3.4 eV. For the gap between HOMO and LUMO, the calculation gives 0.1497 Eh. For the max |F|, the calculation gives 0.010 hartree/bohr.

```
! RIJCOSX wB97M-V def2-TZVPD def2/J DEFGRID3
* xyz -2 1
Rb 0.5495 -0.4783 0.0590
C -5.0978 0.5927 3.5701
S -5.0618 1.7175 2.1635
C -3.5880 1.1247 1.2856
S -2.1602 0.7646 2.1499
N -3.8075 1.1340 0.0128
N -2.7610 0.6782 -0.7651
C -2.5511 1.3710 -1.8082
C -1.5749 0.9767 -2.8424
C -1.4995 1.7342 -4.0111
C -0.5965 1.3685 -4.9949
C 0.2154 0.2700 -4.7770
C 0.0700 -0.4231 -3.5811
N -0.8075 -0.0971 -2.6437
H -5.8562 0.9647 4.2599
H -4.1281 0.5817 4.0663
H -5.3560 -0.4174 3.2535
H -3.1217 2.2848 -1.9955
H -2.1368 2.6019 -4.1297
H -0.5105 1.9494 -5.9059
H 0.9629 -0.0369 -5.4962
H 0.6986 -1.2810 -3.3639
N 2.2365 1.2361 -1.0830
P 3.2988 1.8114 -1.9807
N 3.0771 3.3457 -2.7800
C 2.9830 4.4485 -1.8282
C 3.1353 5.7841 -2.5654
C 2.4437 5.7277 -3.9373
C 1.3119 4.7100 -3.8773
C 1.8922 3.3108 -3.6546
N 4.8018 2.0957 -1.1984
C 4.7756 2.0604 0.2655
C 6.1332 2.4559 0.8404
C 7.2498 1.7257 0.1030
C 7.2454 2.1026 -1.3925
C 5.9277 2.7770 -1.7908
N 3.7058 0.9122 -3.3826
C 4.3723 1.3944 -4.5801
C 5.6554 0.6136 -4.8533
C 5.3218 -0.8596 -5.1445
C 4.0306 -1.2788 -4.4231
C 3.8685 -0.5169 -3.1168
H 3.7721 4.3401 -1.0840
H 2.0354 4.4125 -1.2719
H 4.1961 6.0183 -2.6913
H 2.6985 6.5813 -1.9545
H 3.1609 5.4066 -4.6985
H 2.0830 6.7170 -4.2334
H 0.7136 4.7113 -4.7925
H 0.6332 4.9733 -3.0607
H 2.1917 2.8951 -4.6228
H 1.1300 2.6460 -3.2316
H 4.5179 1.0493 0.5896
H 3.9847 2.7076 0.6658
H 6.1456 2.2177 1.9068
H 6.2877 3.5376 0.7599
H 7.0859 0.6508 0.2135
H 8.2221 1.9443 0.5535
H 7.3737 1.2013 -1.9968
H 8.0814 2.7699 -1.6303
H 5.8209 2.7627 -2.8732
H 5.9627 3.8465 -1.5132
H 4.5614 2.4621 -4.4766
H 3.7151 1.2862 -5.4625
H 6.2937 0.6857 -3.9691
H 6.2080 1.0593 -5.6863
H 6.1510 -1.4973 -4.8254
H 5.2096 -1.0108 -6.2228
H 4.0244 -2.3527 -4.2273
H 3.1635 -1.0674 -5.0566
H 4.7476 -0.7088 -2.4785
H 3.0041 -0.8623 -2.5500
F 2.4421 -3.9584 1.4823
B 1.6907 -3.6752 0.3517
F 2.1092 -4.5797 -0.6099
Cl -2.1614 -4.7679 3.4782
C -1.5993 -3.4462 4.4490
C -2.0343 -2.1587 4.1877
C -1.5775 -1.1228 4.9839
C -0.6726 -1.3294 6.0192
C -0.1139 -0.1650 6.8143
C 1.3272 0.1856 6.3912
N 1.5438 0.5216 4.9980
C 1.8922 1.7586 4.4934
C 1.8649 1.6345 3.1375
N 1.5191 0.3532 2.7929
C 1.3495 -0.2864 3.9159
O -1.0312 0.9090 6.8808
C -0.9227 1.9813 5.9470
C -2.1708 2.8008 6.0424
C -2.5589 3.5186 7.1305
Cl -1.7057 3.6703 8.6196
S -4.0476 4.3386 6.8940
C -4.1641 3.7271 5.2921
C -3.1098 2.9347 4.9757
C -0.2680 -2.6403 6.2484
Cl 0.8476 -3.0157 7.5504
C -0.7137 -3.7030 5.4817
H -2.6850 -1.9420 3.3506
H -1.9179 -0.1249 4.7446
H -0.0157 -0.4923 7.8532
H 1.9440 -0.6768 6.6483
H 1.6758 1.0258 6.9939
H 2.1056 2.5921 5.1406
H 2.0666 2.3745 2.3799
H 1.0921 -1.3300 4.0002
H -0.8080 1.6302 4.9187
H -0.0542 2.6023 6.1928
H -5.0030 3.9751 4.6622
H -2.9793 2.4473 4.0137
H -0.3672 -4.7067 5.6779
*
```